{"formula": "H2N2O", "method": "ωB97M-V/def2-TZVPD", "symbols": ["N", "N", "O", "H", "H"], "positions_angstrom": [[0.23, -0.74, -0.20], [-0.28, 0.40, 0.35], [0.38, 0.67, -0.89], [-0.64, -1.12, -0.50], [0.30, 0.79, 1.24]], "charge": 0, "homo_ev": -10.1, "smiles": "[nH]1[nH]o1", "lumo_ev": 0.96}



{"formula": "C17H40O13V", "method": "ωB97M-V/def2-TZVPD", "symbols": ["O", "V", "O", "C", "O", "O", "O", "C", "O", "O", "O", "C", "C", "C", "O", "H", "H", "H", "H", "H", "H", "H", "H", "C", "C", "C", "O", "H", "H", "H", "H", "H", "H", "H", "H", "C", "C", "C", "O", "H", "H", "H", "H", "H", "H", "H", "H", "C", "C", "C", "O", "H", "H", "H", "H", "H", "H", "H", "H", "C", "C", "C", "O", "H", "H", "H", "H", "H", "H", "H", "H"], "positions_angstrom": [[-0.77, -1.80, 2.08], [0.56, -0.89, 1.77], [0.42, -0.36, 0.32], [5.23, -2.94, 0.58], [6.22, -2.55, 1.18], [4.16, -2.98, 1.16], [5.46, -3.52, -0.48], [3.62, 0.65, 5.04], [2.84, -0.32, 5.17], [3.57, 1.17, 3.93], [4.79, 0.45, 5.41], [0.72, -8.40, 6.35], [1.00, -7.64, 5.05], [-0.23, -7.44, 4.15], [1.48, -6.30, 5.34], [-0.13, -8.03, 6.92], [1.64, -8.23, 6.90], [0.57, -9.45, 6.10], [1.82, -8.18, 4.59], [-1.04, -6.95, 4.69], [-0.70, -8.32, 3.73], [0.11, -6.83, 3.32], [0.82, -5.90, 5.92], [4.83, 4.61, -6.46], [5.08, 3.28, -5.75], [3.77, 2.64, -5.23], [5.76, 2.35, -6.52], [4.07, 4.51, -7.23], [5.77, 5.06, -6.79], [4.35, 5.24, -5.72], [5.67, 3.49, -4.86], [3.89, 1.82, -4.52], [3.20, 2.35, -6.12], [3.21, 3.41, -4.70], [5.69, 1.45, -6.19], [-1.82, 4.59, 4.80], [-2.16, 3.12, 4.87], [-3.57, 2.92, 5.43], [-2.12, 2.52, 3.60], [-0.74, 4.75, 4.74], [-2.07, 5.12, 5.71], [-2.34, 5.04, 3.96], [-1.45, 2.58, 5.50], [-4.28, 3.42, 4.77], [-3.73, 3.41, 6.39], [-3.89, 1.88, 5.52], [-2.67, 3.05, 3.01], [-2.93, 6.40, -1.14], [-3.71, 5.24, -1.67], [-2.83, 4.37, -2.67], [-4.22, 4.51, -0.55], [-1.98, 6.05, -0.75], [-3.44, 7.08, -0.47], [-2.74, 7.05, -1.99], [-4.52, 5.72, -2.22], [-2.51, 5.05, -3.46], [-3.45, 3.57, -3.08], [-1.98, 3.94, -2.14], [-4.91, 3.89, -0.81], [-1.35, -2.53, -4.69], [-2.26, -3.67, -4.47], [-3.61, -3.63, -5.08], [-1.58, -4.85, -4.82], [-0.82, -2.53, -5.64], [-0.62, -2.53, -3.88], [-1.89, -1.59, -4.56], [-2.42, -3.72, -3.39], [-3.57, -3.55, -6.16], [-4.20, -2.77, -4.77], [-4.25, -4.45, -4.74], [-0.79, -4.90, -4.29]], "charge": -3, "homo_ev": 3.3, "lumo_ev": 4.71}



{"formula": "C20H19N9O2", "method": "ωB97M-V/def2-TZVPD", "symbols": ["O", "N", "N", "N", "N", "N", "O", "C", "C", "C", "C", "C", "C", "C", "C", "C", "C", "C", "C", "C", "C", "C", "C", "N", "N", "N", "N", "C", "C", "C", "C", "H", "H", "H", "H", "H", "H", "H", "H", "H", "H", "H", "H", "H", "H", "H", "H", "H", "H", "H"], "positions_angstrom": [[-1.03, -0.94, 0.50], [-5.98, -4.63, -2.17], [-4.90, -4.83, -1.54], [7.48, -2.30, 1.79], [-6.46, -3.39, -1.93], [2.73, 1.20, 0.35], [5.00, 1.78, 0.21], [-0.79, 0.22, 0.18], [6.17, -2.18, 1.74], [-5.50, -2.75, -1.29], [5.76, -0.95, 1.07], [6.94, -0.38, 0.68], [4.02, 0.86, 0.52], [1.72, 0.30, 0.47], [2.01, -1.01, 0.86], [-6.69, 0.64, -0.32], [3.32, -1.38, 1.11], [-6.65, -0.61, -0.88], [-5.50, 1.29, 0.07], [-4.24, -0.68, -0.45], [4.36, -0.48, 0.91], [-5.43, -1.33, -0.91], [-4.27, 0.63, 0.03], [-4.54, -3.68, -0.99], [7.94, -1.21, 1.13], [0.45, 0.83, 0.06], [-3.13, 1.31, 0.34], [4.57, 3.09, -0.14], [0.33, 2.13, -0.59], [-1.85, 1.17, -0.38], [-1.13, 2.52, -0.49], [5.48, -2.91, 2.17], [7.11, 0.60, 0.22], [1.22, -1.76, 0.90], [-7.66, 1.15, -0.24], [3.54, -2.42, 1.30], [-7.55, -1.10, -1.20], [-5.57, 2.27, 0.45], [-3.31, -1.26, -0.56], [-3.78, -3.60, -0.28], [8.91, -0.87, 1.21], [-3.24, 2.19, 0.87], [4.04, 3.55, 0.70], [5.41, 3.77, -0.31], [3.96, 3.14, -1.00], [0.95, 2.85, -0.07], [0.63, 2.09, -1.68], [-2.08, 0.85, -1.38], [-1.29, 3.18, 0.37], [-1.50, 3.08, -1.39]], "charge": 0, "homo_ev": -8.2, "smiles": "COc1nc(N2CC[C@H](Nc3cccc(-c4nnn[nH]4)c3)C2=O)ccc1-c1cn[nH]c1", "lumo_ev": 0.32}



{"formula": "C4H11NO3", "method": "ωB97M-V/def2-TZVPD", "symbols": ["C", "N", "C", "C", "C", "O", "O", "H", "H", "H", "H", "H", "H", "H", "H", "H", "H", "H", "O"], "positions_angstrom": [[0.73, -1.11, -1.22], [1.55, -0.31, -0.44], [0.39, 1.74, 0.28], [1.09, 0.42, 0.66], [-0.02, -0.50, 1.51], [0.14, -0.18, 2.84], [-0.47, -1.03, -1.14], [1.25, -1.78, -1.87], [2.55, -0.31, -0.62], [1.21, 2.37, -0.04], [0.01, 2.11, 1.23], [-0.34, 1.68, -0.51], [1.85, 0.61, 1.40], [-0.96, -0.09, 1.18], [0.20, -1.55, 1.40], [-0.54, 0.44, 3.12], [-3.26, 0.10, -2.12], [-1.75, 0.15, -2.40], [-2.55, 0.69, -2.42]], "charge": 1, "multiplicity": 2, "homo_ev": [-14.2, -14.2], "s_squared": 0.759, "lumo_ev": [-3.50, -8.95]}



{"formula": "C3H28O13S2", "method": "ωB97M-V/def2-TZVPD", "symbols": ["C", "C", "O", "O", "C", "S", "S", "H", "H", "H", "H", "H", "H", "H", "H", "O", "H", "H", "O", "H", "H", "O", "H", "H", "O", "H", "H", "O", "H", "H", "O", "H", "H", "O", "H", "H", "O", "H", "H", "O", "H", "H", "O", "H", "H", "O"], "positions_angstrom": [[0.26, 3.16, 0.54], [-0.45, 2.01, -0.13], [0.24, 1.70, -1.21], [-1.47, 1.42, 0.27], [-0.22, 3.51, 1.88], [-0.87, 2.08, 2.88], [0.76, 1.56, 3.99], [1.31, 2.76, 0.56], [0.24, 3.98, -0.18], [-0.09, 0.81, -1.70], [-1.02, 4.26, 1.87], [0.59, 3.95, 2.54], [0.85, 0.24, 3.52], [0.61, -3.35, 2.08], [-0.07, -2.75, 3.27], [-0.27, -3.31, 2.66], [-1.05, -1.11, -1.72], [-0.43, -0.74, -3.21], [-0.22, -0.70, -2.18], [-4.35, 0.38, -3.10], [-3.21, -0.34, -2.84], [-3.89, -0.28, -3.44], [2.21, 1.53, -1.69], [2.89, 0.27, -1.50], [3.10, 1.21, -1.43], [0.15, -4.73, -1.87], [-0.66, -3.35, -1.46], [-0.18, -3.81, -2.18], [3.98, 0.24, 0.87], [3.60, -1.07, 0.34], [4.32, -0.65, 0.85], [-0.99, -2.80, 1.02], [-1.87, -1.72, 0.49], [-1.11, -2.15, 0.33], [2.02, -3.05, 0.05], [0.82, -2.30, -0.12], [1.39, -2.69, 0.61], [-3.39, -0.39, -0.67], [-2.17, 0.53, -0.56], [-2.55, -0.25, -1.02], [3.10, -1.35, -2.74], [1.59, -1.19, -2.35], [2.47, -1.31, -2.07], [-1.13, -2.00, -4.78], [-2.24, -0.82, -4.56], [-1.48, -1.19, -4.35]], "charge": 0, "homo_ev": -8.6, "smiles": "O=C(O)CCSS.O.O.O.O.O.O.O.O.O.O.O", "lumo_ev": 0.10}



{"formula": "C20H26F5N2O5PReS", "method": "ωB97M-V/def2-TZVPD", "symbols": ["Re", "O", "C", "O", "C", "O", "C", "C", "O", "O", "H", "H", "H", "H", "H", "F", "C", "C", "F", "C", "F", "C", "S", "C", "F", "C", "F", "C", "N", "C", "C", "N", "C", "H", "H", "H", "H", "H", "H", "C", "C", "P", "C", "C", "C", "C", "H", "H", "H", "H", "H", "H", "H", "H", "H", "H", "H", "H", "H", "H", "H"], "positions_angstrom": [[-0.54, 0.24, -0.13], [-3.37, 2.33, -2.44], [-2.63, 1.78, -1.53], [-1.70, 1.02, -1.78], [-2.98, 2.18, -0.12], [-2.33, 1.30, 0.80], [-3.17, 0.27, 1.40], [-3.07, -1.03, 0.62], [-3.86, -1.91, 0.76], [-2.00, -1.12, -0.19], [-3.08, 2.08, -3.34], [-4.06, 2.19, 0.03], [-2.60, 3.19, 0.05], [-4.19, 0.62, 1.48], [-2.77, 0.13, 2.40], [0.02, 6.49, 3.34], [0.18, 5.47, 2.53], [-0.14, 4.18, 2.96], [-0.59, 3.99, 4.19], [0.03, 3.12, 2.10], [-0.25, 1.89, 2.56], [0.51, 3.28, 0.81], [0.82, 1.99, -0.34], [0.83, 4.59, 0.40], [1.29, 4.80, -0.83], [0.66, 5.67, 1.24], [0.96, 6.89, 0.83], [0.35, -3.52, 3.83], [0.56, -2.30, 3.03], [1.60, -1.43, 3.16], [1.44, -0.48, 2.21], [0.28, -0.77, 1.50], [-0.21, -1.89, 2.03], [0.63, -3.31, 4.86], [0.95, -4.33, 3.43], [-0.71, -3.78, 3.80], [2.36, -1.55, 3.91], [2.03, 0.39, 2.00], [-1.09, -2.41, 1.69], [-0.70, -3.39, -2.12], [0.59, -2.87, -1.49], [0.84, -1.08, -1.61], [0.49, -0.60, -3.33], [1.38, -1.28, -4.38], [2.61, -0.75, -1.28], [3.60, -1.85, -1.67], [-0.77, -4.46, -1.98], [-0.72, -3.20, -3.19], [-1.59, -2.93, -1.68], [1.45, -3.34, -1.97], [0.65, -3.14, -0.43], [0.59, 0.49, -3.38], [-0.56, -0.83, -3.50], [2.42, -0.96, -4.29], [1.04, -1.00, -5.37], [1.34, -2.36, -4.30], [2.71, -0.53, -0.22], [2.84, 0.19, -1.81], [3.48, -2.73, -1.05], [4.62, -1.48, -1.53], [3.50, -2.15, -2.71]], "charge": 2, "multiplicity": 2, "homo_ev": [-14.9, -14.8], "s_squared": 0.808, "lumo_ev": [-8.30, -7.72]}



{"formula": "C5H10N2S", "method": "ωB97M-V/def2-TZVPD", "symbols": ["C", "C", "C", "C", "C", "N", "N", "S", "H", "H", "H", "H", "H", "H", "H", "H", "H", "H"], "positions_angstrom": [[-3.34, -0.57, 0.77], [-0.40, -0.12, -1.55], [1.66, 1.22, -0.84], [0.41, -0.56, 0.82], [0.51, 0.41, -0.36], [-3.19, -1.54, 0.21], [1.31, -0.75, 1.81], [-0.61, 1.02, 1.08], [0.23, -0.54, -2.31], [-0.81, 0.73, -1.96], [-1.21, -0.94, -1.33], [1.43, 1.95, -1.66], [2.41, 0.47, -0.98], [2.08, 1.72, 0.00], [-0.27, -1.33, 0.81], [0.96, -1.40, 2.45], [2.14, -0.26, 2.08], [-3.32, 0.48, 0.96]], "charge": 0, "homo_ev": -8.1, "smiles": "CC1(C)S[C@@H]1N.C#N", "lumo_ev": 0.81}



{"formula": "C7H17GaNO2", "method": "ωB97M-V/def2-TZVPD", "symbols": ["C", "C", "C", "O", "C", "Ga", "N", "C", "C", "C", "O", "H", "H", "H", "H", "H", "H", "H", "H", "H", "H", "H", "H", "H", "H", "H", "H", "H"], "positions_angstrom": [[-0.55, 0.17, 3.40], [-1.69, -0.35, 2.52], [-1.60, 0.16, 1.09], [-1.39, 1.54, 1.08], [-0.81, 2.01, -0.15], [1.06, 1.35, -0.65], [1.03, -0.13, -2.02], [2.27, 0.07, -2.81], [1.04, -1.42, -1.52], [-0.30, -2.15, -1.60], [2.01, -2.02, -1.09], [-0.87, 1.01, 4.03], [-0.18, -0.61, 4.08], [0.29, 0.51, 2.80], [-1.67, -1.45, 2.50], [-2.66, -0.04, 2.94], [-2.53, -0.09, 0.55], [-0.78, -0.35, 0.57], [-1.52, 1.85, -0.98], [-0.74, 3.10, -0.01], [1.94, 0.88, 0.61], [1.80, 2.56, -1.42], [2.44, -0.80, -3.46], [3.17, 0.21, -2.20], [2.14, 0.96, -3.42], [-0.88, -1.79, -2.46], [-0.12, -3.22, -1.68], [-0.90, -1.97, -0.71]], "charge": -1, "homo_ev": -4.5, "lumo_ev": 3.63}



{"formula": "C3H10O4", "method": "ωB97M-V/def2-TZVPD", "symbols": ["O", "C", "C", "C", "O", "H", "H", "H", "H", "H", "H", "H", "H", "O", "H", "H", "O"], "positions_angstrom": [[2.75, 0.76, -1.84], [1.60, 0.57, -1.74], [0.56, 1.20, -0.79], [0.96, 0.83, 0.67], [-0.16, 0.30, 1.36], [1.09, -0.15, -2.43], [0.60, 2.26, -1.04], [-0.36, 0.68, -1.02], [1.76, 0.09, 0.71], [1.25, 1.73, 1.21], [-0.96, 0.30, 0.85], [2.04, -1.57, 4.73], [1.37, -0.55, 3.80], [1.87, -1.35, 3.81], [-5.12, -2.05, -3.34], [-4.85, -1.27, -2.12], [-4.41, -1.78, -2.80]], "charge": 1, "multiplicity": 2, "homo_ev": [-14.0, -14.0], "s_squared": 0.758, "lumo_ev": [-5.96, -9.96]}



{"formula": "C43H70FN5OPPdS", "method": "ωB97M-V/def2-TZVPD", "symbols": ["Pd", "C", "C", "C", "C", "C", "C", "C", "C", "C", "C", "C", "C", "N", "C", "C", "C", "C", "C", "C", "F", "H", "H", "H", "H", "H", "H", "H", "H", "H", "H", "H", "H", "H", "H", "H", "H", "H", "H", "H", "H", "H", "C", "C", "C", "C", "N", "C", "N", "N", "N", "H", "H", "H", "H", "H", "H", "H", "H", "H", "H", "C", "S", "C", "O", "H", "H", "H", "H", "H", "H", "C", "C", "C", "C", "C", "C", "P", "C", "C", "C", "C", "C", "C", "C", "C", "C", "C", "C", "C", "H", "H", "H", "H", "H", "H", "H", "H", "H", "H", "H", "H", "H", "H", "H", "H", "H", "H", "H", "H", "H", "H", "H", "H", "H", "H", "H", "H", "H", "H", "H", "H", "H"], "positions_angstrom": [[-0.06, 1.09, -0.55], [0.20, 3.18, 2.11], [-0.53, 4.34, 1.45], [0.35, 4.97, 0.38], [-1.94, 3.95, 1.03], [-2.97, 4.32, 1.90], [-4.29, 3.99, 1.66], [-4.60, 3.24, 0.54], [-3.62, 2.84, -0.35], [-4.00, 1.98, -1.54], [-4.54, 2.82, -2.71], [-5.02, 0.89, -1.18], [-2.27, 3.21, -0.13], [-1.30, 2.80, -1.06], [-1.19, 3.57, -2.17], [-1.74, 4.87, -2.30], [-1.60, 5.65, -3.44], [-0.90, 5.19, -4.54], [-0.35, 3.90, -4.47], [-0.51, 3.14, -3.34], [0.01, 1.88, -3.38], [1.07, 3.54, 2.66], [0.55, 2.48, 1.34], [-0.45, 2.63, 2.80], [-0.68, 5.11, 2.22], [0.66, 4.23, -0.36], [1.26, 5.38, 0.85], [-0.15, 5.79, -0.15], [-2.71, 4.89, 2.78], [-5.06, 4.30, 2.36], [-5.63, 2.96, 0.36], [-3.08, 1.48, -1.87], [-5.45, 3.34, -2.40], [-4.80, 2.17, -3.55], [-3.82, 3.56, -3.04], [-6.00, 1.32, -0.97], [-4.69, 0.32, -0.31], [-5.14, 0.20, -2.02], [-2.30, 5.27, -1.46], [-2.04, 6.64, -3.45], [-0.78, 5.79, -5.43], [0.19, 3.47, -5.30], [-3.78, -4.26, 2.50], [-3.28, -3.46, 3.71], [-4.36, -2.53, 4.24], [-1.98, -2.72, 3.41], [-2.12, -1.70, 2.38], [-2.16, -1.82, 1.05], [-2.50, -0.67, 0.53], [-2.68, 0.17, 1.58], [-2.45, -0.44, 2.69], [-4.62, -4.89, 2.79], [-2.99, -4.88, 2.09], [-4.14, -3.58, 1.72], [-3.02, -4.18, 4.50], [-4.66, -1.80, 3.48], [-4.02, -1.97, 5.11], [-5.25, -3.10, 4.52], [-1.21, -3.42, 3.09], [-1.64, -2.20, 4.31], [-1.93, -2.72, 0.52], [-0.18, -5.34, -0.71], [0.46, -4.74, 0.86], [1.94, -5.77, 0.89], [-0.46, -5.29, 1.91], [0.53, -5.13, -1.51], [-1.11, -4.80, -0.90], [-0.38, -6.40, -0.61], [2.59, -5.48, 0.07], [1.64, -6.82, 0.82], [2.43, -5.59, 1.84], [5.33, 2.09, -1.50], [5.13, 1.81, 0.00], [3.73, 1.26, 0.31], [3.23, 0.31, -0.79], [3.14, 1.07, -2.14], [3.99, 2.35, -2.16], [1.53, -0.34, -0.34], [1.38, -1.85, -1.45], [2.61, -2.77, -1.64], [3.17, -2.69, -3.06], [2.14, -3.14, -4.09], [0.72, -2.68, -3.72], [0.76, -1.46, -2.80], [1.77, -1.18, 1.32], [3.10, -1.93, 1.60], [3.46, -1.95, 3.09], [2.20, -2.18, 3.91], [1.27, -0.95, 3.80], [1.42, -0.22, 2.46], [5.79, 1.22, -1.98], [6.02, 2.92, -1.64], [5.28, 2.73, 0.57], [5.89, 1.10, 0.35], [3.01, 2.07, 0.41], [3.75, 0.75, 1.27], [3.95, -0.51, -0.89], [2.09, 1.33, -2.34], [3.48, 0.42, -2.95], [3.46, 3.15, -1.64], [4.11, 2.68, -3.19], [0.60, -2.42, -0.92], [2.33, -3.81, -1.45], [3.39, -2.54, -0.92], [4.08, -3.29, -3.14], [3.47, -1.66, -3.25], [2.17, -4.23, -4.19], [2.42, -2.74, -5.07], [0.18, -3.48, -3.21], [0.15, -2.46, -4.63], [-0.23, -1.05, -2.62], [1.33, -0.66, -3.28], [0.96, -1.93, 1.29], [3.93, -1.50, 1.03], [3.00, -2.97, 1.25], [3.91, -0.99, 3.38], [4.21, -2.72, 3.28], [2.44, -2.38, 4.96], [1.68, -3.07, 3.53], [1.50, -0.25, 4.61], [0.24, -1.26, 3.95], [2.17, 0.56, 2.54], [0.49, 0.29, 2.20]], "charge": -1, "homo_ev": -3.2, "lumo_ev": 1.84}



Quick rundown of maximum force, same order as above: 4.662 7.039 2.202 1.848 10.239 0.221 4.030 0.734 1.675 0.253 eV/Å